{"formula": "CH4P2", "method": "the ωB97M-V functional and the def2-TZVPD basis", "symbols": ["P", "C", "P", "H", "H", "H", "H"], "positions_angstrom": [[0.53, -2.21, -0.23], [0.37, -0.78, 0.48], [-0.24, 0.80, 0.32], [0.07, -2.09, -1.67], [-0.41, 1.59, -0.85], [-1.20, 1.26, 1.25], [0.87, 1.43, 0.69]], "mulliken_charge": [-0.19, -0.11, 0.07, -0.02, 0.06, 0.12, 0.07], "charge": 0, "orbital_gap_ha": 0.2876, "de_lowest_kcal_mol": 68.4}